{"formula": "C45H44GeN5O3STi", "method": "ωB97M-V/def2-TZVPD", "symbols": ["Ti", "C", "C", "N", "N", "C", "O", "C", "C", "C", "C", "C", "C", "C", "C", "C", "C", "C", "N", "H", "H", "H", "H", "H", "H", "H", "H", "H", "H", "H", "H", "O", "C", "O", "C", "C", "C", "C", "C", "C", "S", "H", "H", "H", "H", "C", "C", "N", "C", "C", "N", "C", "C", "H", "H", "H", "H", "H", "H", "H", "H", "H", "H", "H", "H", "H", "C", "C", "C", "C", "C", "C", "Ge", "C", "C", "C", "C", "C", "C", "C", "C", "C", "C", "C", "C", "H", "H", "H", "H", "H", "H", "H", "H", "H", "H", "H", "H", "H", "H", "H"], "xyz": [[0.134628, -0.099868, 0.679960], [1.400640, 3.873598, -0.928421], [1.145226, 2.642547, -0.130261], [0.689668, 1.538589, -0.601995], [0.408357, 1.397429, -1.941903], [-0.152072, 0.229527, -2.098294], [-0.422138, -0.588323, -1.120464], [-0.515135, -0.220845, -3.462048], [-1.137927, -1.453880, -3.626247], [-1.433762, -1.915742, -4.901367], [-1.111284, -1.146036, -6.009821], [-0.502336, 0.092308, -5.845720], [-0.205191, 0.557794, -4.575392], [1.402510, 2.576658, 1.313820], [1.964196, 3.618328, 2.041359], [2.233489, 3.428152, 3.385776], [1.938707, 2.206324, 3.972914], [1.358319, 1.222393, 3.196126], [1.087474, 1.403714, 1.901347], [1.150346, 3.692823, -1.969120], [2.446549, 4.178178, -0.849113], [0.774139, 4.687977, -0.557330], [-1.389841, -2.033860, -2.748719], [-1.923315, -2.872539, -5.027675], [-1.345667, -1.504134, -7.004296], [-0.263773, 0.697581, -6.711023], [0.266168, 1.519845, -4.427609], [2.187924, 4.556969, 1.555332], [2.675060, 4.226912, 3.966970], [2.139580, 2.012158, 5.016367], [1.086520, 0.260940, 3.613960], [-0.216155, -1.705240, 1.974422], [0.990432, -2.119829, 1.786648], [1.760042, -1.299287, 1.181248], [1.395077, -3.464698, 2.210052], [0.390835, -4.196692, 2.875277], [0.600312, -5.474702, 3.325446], [1.856495, -6.054457, 3.107902], [2.846642, -5.358509, 2.462861], [2.675369, -4.035283, 1.980136], [4.056064, -3.300587, 1.224360], [-0.566626, -3.717922, 3.027339], [-0.184576, -6.013770, 3.838132], [2.055732, -7.062444, 3.453203], [3.816748, -5.811429, 2.307498], [3.334242, -3.513183, -2.157194], [2.135218, -2.605741, -1.821170], [2.403383, -1.233249, -2.240989], [3.499978, -0.676263, -1.451767], [4.758860, -1.557764, -1.587633], [4.449918, -2.608754, -2.623638], [4.070799, -1.946134, -3.912197], [2.738322, -1.197394, -3.653517], [3.147662, -4.208526, -2.975908], [3.694321, -4.029700, -1.264164], [1.992974, -2.611297, -0.742477], [1.226954, -2.956362, -2.312775], [3.205712, -0.651551, -0.404442], [3.690975, 0.339315, -1.803345], [4.969663, -2.084957, -0.659028], [5.638143, -1.018815, -1.939894], [5.282218, -3.175909, -2.759295], [3.984521, -2.722523, -4.671021], [4.890033, -1.278544, -4.176734], [1.925553, -1.660316, -4.214898], [2.816692, -0.160103, -3.979941], [-5.918751, -1.194172, -0.329983], [-5.952760, 0.192726, -0.289895], [-4.855936, 0.901543, 0.183442], [-3.705981, 0.245919, 0.622021], [-3.690027, -1.149722, 0.570388], [-4.784294, -1.866667, 0.104599], [-2.114646, 1.183933, 1.309933], [-2.160007, 2.962935, 0.420908], [-2.285737, 3.002598, -0.972305], [-2.248840, 4.196846, -1.676414], [-2.083744, 5.398689, -0.998444], [-1.958271, 5.387324, 0.383162], [-1.997395, 4.182930, 1.079349], [-2.521842, 1.532544, 3.212565], [-3.601679, 0.919110, 3.849292], [-3.852805, 1.117615, 5.200608], [-3.025490, 1.940357, 5.951968], [-1.945935, 2.562680, 5.340630], [-1.700505, 2.353433, 3.990331], [-6.773832, -1.748378, -0.697001], [-6.835415, 0.722266, -0.627641], [-4.895563, 1.985507, 0.207784], [-2.806886, -1.688003, 0.903177], [-4.752687, -2.949230, 0.079144], [-2.427174, 2.076337, -1.521789], [-2.357307, 4.191991, -2.754545], [-2.060941, 6.335524, -1.541691], [-1.845396, 6.320081, 0.923805], [-1.932307, 4.206387, 2.161216], [-4.261147, 0.275434, 3.277374], [-4.698300, 0.629750, 5.669961], [-3.221524, 2.096306, 7.005402], [-1.296270, 3.210778, 5.917540], [-0.850197, 2.851733, 3.535496]], "atomic_forces_ev_per_a": [[-0.2505, -0.2909, 0.1421], [-0.0625, 0.0294, 0.0154], [0.0486, 0.0294, -0.0815], [-0.0703, -0.2268, 0.1250], [0.0010, -0.0631, 0.0538], [-0.0644, -0.0381, -0.1673], [0.1557, 0.2012, 0.0960], [0.0734, 0.0832, 0.0422], [0.0069, -0.0020, -0.0432], [0.0132, 0.0149, 0.0370], [-0.0196, -0.0269, -0.0394], [0.0246, 0.0462, 0.0155], [-0.0276, -0.0569, -0.0200], [0.0798, 0.0659, 0.0214], [-0.0492, -0.0224, 0.0201], [0.0130, 0.0338, -0.0052], [-0.0146, -0.0185, -0.0174], [0.0045, 0.0361, 0.0330], [0.0079, 0.0238, -0.0473], [0.0102, -0.0131, -0.0016], [-0.0052, 0.0069, 0.0078], [-0.0104, 0.0139, 0.0104], [-0.0037, -0.0006, -0.0029], [-0.0037, -0.0037, -0.0036], [0.0002, -0.0049, 0.0016], [-0.0052, -0.0045, -0.0023], [0.0029, 0.0038, 0.0043], [-0.0063, 0.0033, -0.0091], [-0.0010, -0.0132, 0.0139], [0.0067, 0.0167, 0.0036], [-0.0066, -0.0061, -0.0204], [0.0735, 0.1472, -0.0976], [0.0241, -0.1680, -0.0094], [0.0422, 0.0316, -0.0330], [-0.0437, 0.1034, -0.0394], [-0.0314, -0.0388, 0.0269], [0.0472, 0.0144, -0.0185], [-0.0590, -0.0095, 0.0159], [0.0004, 0.0090, -0.0472], [0.0796, -0.0309, 0.0909], [-0.0380, 0.0041, -0.0121], [0.0130, 0.0283, -0.0147], [0.0041, -0.0163, -0.0002], [-0.0005, 0.0019, 0.0067], [0.0018, 0.0034, -0.0015], [0.0607, 0.0247, -0.0249], [-0.0087, -0.0152, 0.0021], [0.0567, 0.0238, -0.0006], [-0.0141, 0.0184, -0.0173], [0.0080, -0.0435, -0.0407], [-0.0286, 0.0290, 0.0119], [0.0463, -0.0451, 0.0467], [-0.0387, -0.0556, -0.0248], [-0.0176, -0.0149, 0.0113], [-0.0101, -0.0003, -0.0021], [-0.0141, 0.0067, 0.0063], [0.0089, 0.0003, -0.0035], [0.0068, -0.0191, 0.0274], [-0.0110, 0.0073, 0.0165], [-0.0045, 0.0144, 0.0082], [-0.0036, 0.0110, -0.0106], [-0.0069, 0.0028, -0.0014], [-0.0117, 0.0052, -0.0060], [-0.0112, 0.0071, -0.0221], [-0.0001, 0.0152, -0.0082], [0.0076, 0.0019, 0.0052], [0.0077, -0.0236, 0.0081], [0.0151, -0.0026, -0.0039], [0.0108, 0.0501, 0.0063], [-0.0418, -0.0838, -0.0355], [0.0259, 0.0059, 0.0065], [-0.0478, 0.0166, -0.0136], [0.1052, 0.1350, -0.0021], [-0.0947, 0.0699, -0.0370], [-0.0042, -0.0465, 0.0153], [-0.0167, 0.0199, 0.0079], [0.0306, 0.0038, 0.0025], [0.0082, 0.0015, -0.0284], [-0.0277, -0.0150, 0.0442], [0.0214, 0.0286, 0.0524], [-0.0150, -0.0243, -0.0352], [0.0224, 0.0123, 0.0154], [0.0049, 0.0024, -0.0071], [-0.0296, -0.0194, 0.0276], [0.0208, 0.0053, -0.0383], [0.0024, -0.0033, -0.0019], [-0.0002, 0.0084, 0.0034], [-0.0032, 0.0012, 0.0009], [-0.0052, 0.0062, 0.0022], [0.0065, -0.0049, 0.0003], [0.0068, 0.0104, 0.0055], [0.0017, -0.0061, -0.0043], [-0.0032, -0.0026, -0.0028], [-0.0012, -0.0065, 0.0080], [0.0104, 0.0044, -0.0159], [-0.0028, 0.0007, 0.0086], [-0.0058, -0.0079, -0.0081], [0.0021, 0.0018, 0.0002], [0.0082, 0.0028, -0.0080], [0.0128, -0.0117, 0.0049]], "lowdin_charge": [0.9348, -0.0039, -0.2534, -0.0341, 0.1149, -0.4369, -0.1528, -0.1587, -0.0218, -0.0737, -0.0886, -0.0816, -0.0374, -0.2042, 0.0069, -0.0430, -0.0384, -0.0937, 0.0081, 0.0721, 0.0881, 0.0821, 0.1183, 0.1041, 0.1014, 0.1018, 0.1091, 0.1153, 0.1126, 0.1153, 0.1326, -0.1247, -0.5591, -0.1462, -0.1581, -0.0379, -0.0986, -0.0950, -0.1528, -0.6436, 0.5624, 0.1121, 0.0946, 0.0992, 0.0791, -0.0762, -0.1285, -0.1371, -0.1286, -0.0862, -0.0850, -0.0655, -0.1383, 0.1293, 0.0677, 0.0900, 0.1267, 0.0972, 0.1276, 0.0249, 0.1283, 0.1839, 0.1278, 0.1272, 0.1216, 0.1265, -0.1046, -0.0957, -0.1097, -0.3298, -0.1211, -0.0951, 0.9936, -0.3099, -0.1345, -0.0940, -0.1142, -0.1058, -0.1084, -0.2956, -0.1012, -0.0923, -0.1041, -0.0968, -0.1466, 0.0953, 0.0971, 0.0995, 0.0871, 0.0973, 0.0974, 0.1001, 0.0959, 0.0972, 0.0812, 0.0935, 0.0987, 0.0960, 0.0967, 0.0728], "homo_energy_ev": [-6.4, -6.4], "spin_multiplicity": 2, "gap_ev": [5.87, 5.74], "e_tot_ha": -5565.35685, "s2": 0.76}